This record from OMol25 describes a structure of composition C38H61I2N7O6SSiTi. The level of theory is ωB97M-V/def2-TZVPD.

The spin multiplicity is 3. The lowest unoccupied orbital energy (spin up / spin down) is 0.0006 / 0.0006 hartree. The expectation value of S² is 2.004. For the orbital gap (spin up / spin down), the calculation gives 5.6 / 7.4 eV. Its total charge is 0.

CARTESIAN COORDINATES (ANGSTROEM)
1 Ti -1.4377 0.8151 0.9849
2 I -2.2525 7.7628 3.7920
3 C -2.3641 5.7146 3.4058
4 C -2.1609 4.8040 4.4286
5 C -2.2165 3.4491 4.1502
6 I -1.8605 2.0559 5.6572
7 C -2.4643 2.9471 2.8554
8 O -2.4668 1.6742 2.6027
9 C -2.6718 3.9129 1.8299
10 C -2.9598 3.4567 0.4233
11 N -1.8570 2.6977 -0.2086
12 C -0.5864 3.4197 -0.3047
13 C 0.1431 3.3587 1.0089
14 C 0.7313 4.4741 1.5852
15 C 1.3382 4.3489 2.8255
16 C 1.3588 3.1065 3.4371
17 C 0.7580 2.0454 2.7818
18 N 0.1442 2.1629 1.6082
19 C -2.6275 5.2650 2.1190
20 H -1.9525 5.1407 5.4354
21 H -3.2000 4.3413 -0.1783
22 H -3.8266 2.7923 0.4158
23 H -2.1486 2.4173 -1.1457
24 H -0.7126 4.4627 -0.6191
25 H 0.0110 2.8954 -1.0557
26 H 0.6718 5.4296 1.0804
27 H 1.7752 5.2138 3.3093
28 H 1.8081 2.9511 4.4079
29 H 0.7479 1.0604 3.2247
30 H -2.7873 5.9823 1.3213
31 C -2.5588 -3.2049 0.4960
32 C -1.3940 -2.6827 1.3457
33 N -1.5662 -1.3779 2.0344
34 C -2.8053 -1.2631 2.8178
35 C -3.9881 -0.7639 1.9488
36 N -3.5402 -0.2546 0.6404
37 C -4.4695 -0.5579 -0.4512
38 C -4.2887 -2.0377 -0.8856
39 N -2.9020 -2.4399 -0.6987
40 H -2.2819 -4.2320 0.2330
41 H -3.4524 -3.2999 1.1197
42 H -1.2181 -3.4598 2.1026
43 H -0.4969 -2.5997 0.7390
44 H -0.7659 -1.2946 2.6521
45 H -3.0901 -2.2290 3.2519
46 H -2.6244 -0.5525 3.6202
47 H -4.7085 -1.5788 1.8107
48 H -4.4979 0.0405 2.4769
49 H -2.7596 -0.8555 0.3384
50 H -5.4982 -0.3522 -0.1513
51 H -4.2381 0.1047 -1.2883
52 H -4.9611 -2.6879 -0.3154
53 H -4.5621 -2.1445 -1.9366
54 H -2.4739 -2.7751 -1.5477
55 C 3.1988 1.6632 -1.5770
56 C 3.7345 1.3733 -0.1798
57 C 5.0559 0.6165 -0.2492
58 C 3.9131 2.6713 0.5964
59 O 2.7934 0.6003 0.5705
60 Si 1.8593 -0.6822 0.1374
61 S 0.0885 -0.2956 -0.8485
62 O 1.5499 -1.4416 1.5827
63 C 2.4545 -1.8884 2.6067
64 C 3.7696 -2.3913 2.0207
65 C 2.7300 -0.7548 3.5902
66 C 1.7421 -3.0330 3.3176
67 O 2.8608 -1.6121 -0.7893
68 C 2.6461 -2.6735 -1.7186
69 C 2.2899 -2.0884 -3.0826
70 C 3.9709 -3.4222 -1.8055
71 C 1.5451 -3.6133 -1.2380
72 H 3.8956 2.3023 -2.1240
73 H 2.2333 2.1692 -1.5117
74 H 3.0591 0.7373 -2.1390
75 H 5.8036 1.2065 -0.7840
76 H 4.9217 -0.3374 -0.7594
77 H 5.4286 0.4275 0.7603
78 H 4.6500 3.3158 0.1111
79 H 4.2522 2.4561 1.6118
80 H 2.9643 3.2061 0.6560
81 H 4.3129 -1.5890 1.5185
82 H 3.5865 -3.1844 1.2957
83 H 4.3960 -2.7901 2.8213
84 H 3.0608 0.1358 3.0543
85 H 3.5046 -1.0518 4.3005
86 H 1.8315 -0.5146 4.1635
87 H 1.5546 -3.8525 2.6210
88 H 0.7860 -2.6932 3.7239
89 H 2.3454 -3.4084 4.1466
90 H 3.0969 -1.4371 -3.4291
91 H 1.3711 -1.5035 -3.0068
92 H 2.1469 -2.8911 -3.8102
93 H 4.7613 -2.7457 -2.1359
94 H 3.9000 -4.2506 -2.5135
95 H 4.2458 -3.8214 -0.8278
96 H 0.5945 -3.0781 -1.1710
97 H 1.7922 -4.0225 -0.2561
98 H 1.4351 -4.4388 -1.9419
99 O -0.0100 -4.5008 -4.2849
100 C -0.5888 -3.8969 -5.4106
101 N -0.6680 -2.4524 -5.3200
102 C -1.5158 -1.9025 -4.4078
103 O -2.1928 -2.6047 -3.6669
104 C -1.5910 -0.4162 -4.3811
105 C -1.3064 0.3749 -5.4840
106 C -1.4507 1.7475 -5.3716
107 C -1.8846 2.2699 -4.1651
108 N -2.1628 1.5249 -3.0969
109 C -2.0077 0.2077 -3.2108
110 H -0.6165 -4.3470 -3.5487
111 H -1.6014 -4.2643 -5.5765
112 H 0.0322 -4.1513 -6.2652
113 H 0.1130 -1.9017 -5.6367
114 H -1.0038 -0.0726 -6.4227
115 H -1.2457 2.4040 -6.2065
116 H -2.0245 3.3401 -4.0527
117 H -2.2000 -0.3930 -2.3301

Force components x, y, z for each atom (eV/Å):
Ti -0.5 -0.5 -0.1
I 0.0 0.0 0.0
C 0.0 0.0 -0.1
C 0.0 -0.1 0.1
C 0.0 0.1 -0.1
I 0.0 0.0 0.0
C 0.1 0.0 -0.1
O 0.0 0.0 -0.2
C 0.0 -0.1 0.1
C 0.1 0.0 -0.1
N 0.0 0.0 0.2
C 0.0 0.0 0.0
C 0.0 0.3 0.0
C 0.0 -0.1 0.0
C 0.0 0.1 0.0
C 0.0 0.0 -0.1
C 0.1 0.0 0.2
N 0.2 0.3 0.0
C 0.0 0.1 0.0
H 0.0 0.0 0.0
H 0.0 0.0 0.0
H 0.0 0.0 0.0
H 0.0 -0.1 0.0
H 0.0 0.0 0.0
H 0.0 0.0 0.0
H 0.0 0.0 0.0
H 0.0 0.0 0.0
H 0.0 0.0 0.0
H 0.0 0.0 0.0
H 0.0 0.0 0.0
C -0.1 0.0 0.0
C 0.0 0.0 0.1
N -0.1 0.0 -0.1
C -0.1 -0.1 -0.2
C 0.0 0.0 -0.1
N 0.3 -0.2 0.0
C 0.0 0.1 0.0
C 0.1 0.0 0.0
N 0.0 0.0 0.0
H 0.0 0.0 0.0
H 0.0 0.0 0.0
H 0.0 0.0 0.0
H 0.0 0.0 0.0
H 0.0 0.0 0.0
H 0.1 0.0 0.1
H 0.0 0.0 0.0
H 0.0 0.0 0.0
H 0.0 0.0 0.0
H 0.0 -0.1 0.1
H 0.0 0.0 0.0
H 0.0 0.0 0.0
H 0.0 0.0 0.0
H 0.0 0.0 0.0
H 0.0 0.0 0.0
C 0.0 0.0 0.0
C 0.0 0.0 0.0
C 0.0 0.0 0.0
C 0.0 0.0 0.0
O 0.0 0.0 0.1
Si 0.1 -0.1 0.0
S -0.1 0.2 0.1
O -0.1 0.1 0.0
C 0.1 -0.1 0.0
C 0.0 0.0 0.0
C 0.0 0.0 0.0
C 0.0 0.0 0.0
O 0.0 0.1 0.0
C 0.0 0.0 0.0
C 0.0 0.0 0.0
C 0.0 0.0 0.0
C 0.0 0.0 0.0
H 0.0 0.0 0.0
H 0.0 0.0 0.0
H 0.0 0.0 0.0
H 0.0 0.0 0.0
H 0.0 0.0 0.0
H 0.0 0.0 0.0
H 0.0 0.0 0.0
H 0.0 0.0 0.0
H 0.0 0.0 0.0
H 0.0 0.0 0.0
H 0.0 0.0 0.0
H 0.0 0.0 0.0
H 0.0 0.0 0.0
H 0.0 0.0 0.0
H 0.0 0.0 0.0
H 0.0 0.0 0.0
H 0.0 0.0 0.0
H 0.0 0.0 0.0
H 0.0 0.0 0.0
H 0.0 0.0 0.0
H 0.0 0.0 0.0
H 0.0 0.0 0.0
H 0.0 0.0 0.0
H 0.0 0.0 0.0
H 0.0 0.0 0.0
H 0.0 0.0 0.0
H 0.0 0.0 0.0
O 0.0 0.0 0.0
C 0.0 0.0 0.0
N -0.1 0.0 0.0
C 0.2 -0.2 0.0
O 0.0 0.0 -0.1
C -0.1 0.1 0.0
C 0.0 0.0 0.0
C 0.0 0.0 -0.1
C 0.0 0.1 0.0
N 0.0 -0.1 0.0
C -0.1 0.0 0.1
H 0.0 0.0 0.0
H 0.0 0.0 0.0
H 0.0 0.0 0.0
H 0.0 0.0 0.0
H 0.0 0.0 0.0
H 0.0 0.0 0.0
H 0.0 0.0 0.0
H -0.1 0.0 0.0


This record from OMol25 describes a structure of composition C38H61N12O3PSV. The level of theory is ωB97M-V/def2-TZVPD.

The spin multiplicity is 4. The lowest unoccupied orbital energy (spin up / spin down) is 0.1417 / 0.1417 hartree. The expectation value of S² is 3.795. For the orbital gap (spin up / spin down), the calculation gives 3.5 / 4.7 eV. Its total charge is -2.

CARTESIAN COORDINATES (ANGSTROEM)
1 V 1.3535 0.7654 -0.4790
2 C 1.4950 2.8501 4.1431
3 C 0.2120 3.5178 3.7071
4 C -0.7591 3.8024 4.6630
5 C -1.9315 4.4576 4.3238
6 C -2.1139 4.8536 3.0042
7 C -1.1684 4.5901 2.0204
8 C -1.4108 5.0527 0.6135
9 C 0.0130 3.8772 2.3521
10 N 0.9131 3.3971 1.4008
11 C 1.5967 4.2410 0.6361
12 O 1.5504 5.4913 0.6640
13 C 2.6113 3.5987 -0.2967
14 C 3.5023 4.4252 -0.9466
15 C 4.5925 3.8952 -1.6331
16 C 4.8133 2.5254 -1.5407
17 C 3.8922 1.7316 -0.8980
18 N 2.7155 2.2351 -0.3934
19 C 4.1732 0.2797 -0.6406
20 O 5.2853 -0.2106 -0.9065
21 N 3.1421 -0.3247 -0.0291
22 C 3.3223 -1.6460 0.4276
23 C 3.2746 -2.7457 -0.4564
24 C 3.1782 -2.5117 -1.9326
25 C 3.3693 -4.0341 0.0567
26 C 3.5295 -4.2664 1.4184
27 C 3.6371 -3.1851 2.2733
28 C 3.5615 -1.8775 1.7911
29 C 3.8356 -0.7362 2.7414
30 H 2.0718 3.5196 4.7886
31 H 2.1121 2.6033 3.2825
32 H 1.2985 1.9345 4.7111
33 H -0.5816 3.5001 5.6920
34 H -2.6885 4.6656 5.0718
35 H -3.0180 5.3844 2.7190
36 H -2.4254 5.4491 0.5061
37 H -1.2682 4.2414 -0.0997
38 H -0.6777 5.8121 0.3418
39 H 3.3328 5.4895 -0.8556
40 H 5.2854 4.5397 -2.1606
41 H 5.6978 2.0415 -1.9332
42 H 2.9749 -3.4497 -2.4590
43 H 2.4075 -1.7701 -2.1766
44 H 4.1249 -2.1004 -2.2921
45 H 3.3234 -4.8708 -0.6348
46 H 3.5925 -5.2805 1.7994
47 H 3.8152 -3.3426 3.3341
48 H 4.7394 -0.9437 3.3186
49 H 3.0251 -0.5875 3.4633
50 H 3.9893 0.1967 2.1997
51 N 0.9019 0.4132 1.6585
52 C 0.1705 -0.5608 2.5037
53 C -1.0013 -0.0172 3.3272
54 C -2.3916 -0.0871 2.6936
55 C -2.7080 1.1365 1.8477
56 N -1.6676 1.3134 0.8746
57 H 1.8861 0.3479 1.8893
58 H 0.6361 1.3839 1.8510
59 H 0.8891 -0.9784 3.2135
60 H -0.1665 -1.3840 1.8747
61 H -0.7935 1.0155 3.6231
62 H -1.0260 -0.5989 4.2560
63 H -3.1527 -0.2017 3.4738
64 H -2.4567 -0.9768 2.0536
65 H -2.7268 2.0261 2.4858
66 H -3.7207 1.0282 1.4219
67 H -1.4629 2.2386 0.5387
68 H -1.5209 0.5671 0.2130
69 S 0.9037 0.1773 -2.5972
70 C -0.8059 1.1407 -5.7764
71 C -2.1895 1.1094 -5.1335
72 C -2.2914 -0.0808 -4.1808
73 C -2.5336 2.4391 -4.4429
74 N -1.6173 2.7928 -3.3766
75 C -1.5063 2.2820 -2.1521
76 N -0.3856 2.6968 -1.6252
77 N 0.1797 3.5012 -2.5464
78 N -0.5351 3.5501 -3.6063
79 H -0.6271 0.2093 -6.3186
80 H -0.0249 1.2163 -5.0126
81 H -0.7000 1.9775 -6.4754
82 H -2.9514 1.0051 -5.9180
83 H -1.4644 -0.0708 -3.4557
84 H -2.1980 -1.0149 -4.7409
85 H -3.2495 -0.1004 -3.6455
86 H -3.5369 2.4010 -4.0159
87 H -2.4949 3.2585 -5.1604
88 H -2.1906 1.5846 -1.7051
89 C -0.6617 -5.2574 -1.6117
90 N -0.7422 -3.8208 -1.4795
91 C -0.3833 -3.0776 -2.6890
92 P -1.5710 -3.0134 -0.3026
93 O -1.1469 -1.6085 -0.1904
94 N -3.2302 -3.0751 -0.5521
95 C -3.9413 -1.8878 -0.9900
96 C -3.8555 -4.3220 -0.9329
97 N -1.3621 -4.0138 1.0140
98 C -2.2842 -3.9893 2.1382
99 C 0.0106 -4.3113 1.4257
100 H -1.2806 -5.6255 -2.4426
101 H -0.9871 -5.7528 -0.6984
102 H 0.3733 -5.5530 -1.8143
103 H 0.5717 -3.4504 -3.0661
104 H -0.2412 -2.0117 -2.4784
105 H -1.1436 -3.2123 -3.4728
106 H -3.3089 -1.0160 -0.8449
107 H -4.8638 -1.7589 -0.4111
108 H -4.2062 -1.9520 -2.0533
109 H -3.2841 -5.1655 -0.5452
110 H -3.9329 -4.4308 -2.0239
111 H -4.8672 -4.3844 -0.5160
112 H -3.2636 -3.6390 1.8227
113 H -1.9218 -3.3272 2.9339
114 H -2.3857 -4.9975 2.5555
115 H 0.7063 -4.1691 0.6002
116 H 0.0835 -5.3475 1.7745
117 H 0.3332 -3.6513 2.2364

Force components x, y, z for each atom (eV/Å):
V 0.0 -0.3 -0.1
C 0.0 0.0 0.0
C 0.0 0.0 -0.1
C 0.0 0.0 -0.1
C 0.0 0.0 0.0
C 0.1 0.0 0.0
C 0.1 0.0 0.0
C -0.1 0.0 0.0
C 0.1 -0.1 -0.1
N 0.1 0.2 0.1
C -0.4 0.0 0.1
O 0.1 -0.1 0.0
C -0.1 -0.5 0.0
C 0.2 0.1 -0.1
C -0.1 -0.1 0.1
C 0.1 0.1 -0.1
C -0.3 0.3 0.1
N 0.6 0.5 0.1
C 0.0 -0.3 0.1
O -0.1 0.1 0.0
N 0.2 0.0 -0.2
C 0.1 0.0 0.0
C 0.0 0.0 0.0
C 0.0 0.0 0.0
C 0.0 0.0 0.0
C 0.0 0.0 0.0
C 0.0 0.0 0.0
C 0.0 0.0 0.0
C 0.0 0.0 0.0
H 0.0 0.0 0.0
H 0.0 0.0 0.0
H 0.0 0.0 0.0
H 0.0 0.0 0.0
H 0.0 0.0 0.0
H 0.0 0.0 0.0
H 0.0 0.0 0.0
H 0.0 0.0 0.0
H 0.0 0.0 0.0
H 0.0 0.0 0.0
H 0.0 0.0 0.0
H 0.0 0.0 0.0
H 0.0 0.0 0.0
H 0.0 0.0 0.0
H 0.0 0.0 0.0
H 0.0 0.0 0.0
H 0.0 0.0 0.0
H 0.0 0.0 0.0
H 0.0 0.0 0.0
H 0.0 0.0 0.0
H 0.0 0.0 0.0
N -0.1 0.1 0.5
C 0.2 0.1 -0.2
C 0.0 0.0 0.1
C 0.0 -0.1 -0.1
C 0.1 0.1 -0.1
N -0.1 0.1 0.0
H 0.0 0.1 0.0
H -0.1 -0.1 0.0
H 0.1 -0.1 0.0
H -0.1 0.0 0.0
H 0.0 0.0 0.0
H 0.0 0.0 0.0
H 0.0 0.0 0.0
H 0.0 0.0 0.1
H 0.0 0.0 0.0
H -0.1 0.0 0.0
H 0.0 0.0 0.0
H 0.0 -0.1 -0.1
S 0.0 -0.3 -0.5
C 0.1 0.1 -0.1
C 0.0 0.0 0.1
C -0.1 0.0 0.1
C 0.1 -0.1 0.0
N -0.2 -0.3 -0.2
C 0.2 -0.2 0.0
N -0.1 0.4 0.2
N 0.0 0.1 0.1
N 0.2 0.2 -0.1
H 0.0 0.0 0.0
H -0.1 0.0 0.0
H 0.0 0.0 0.0
H 0.0 0.0 0.0
H 0.0 0.0 0.0
H 0.0 0.0 0.0
H 0.0 0.0 -0.1
H -0.1 0.0 0.0
H 0.0 0.0 0.0
H -0.1 0.0 0.0
C 0.0 0.0 0.0
N 0.0 -0.1 -0.1
C 0.0 -0.1 0.0
P 0.1 0.1 0.0
O -0.2 0.1 0.0
N 0.0 -0.1 0.0
C 0.0 0.0 0.0
C 0.0 0.0 0.0
N 0.0 -0.1 0.1
C 0.1 0.0 -0.1
C 0.0 0.0 -0.1
H 0.0 0.0 0.0
H 0.0 0.0 0.0
H 0.0 0.0 0.0
H 0.0 0.0 0.0
H 0.0 0.0 0.0
H 0.0 0.0 0.0
H 0.0 0.0 0.0
H 0.0 0.0 0.0
H 0.0 0.0 0.0
H 0.0 0.0 0.0
H 0.0 0.0 0.0
H 0.0 0.0 0.0
H 0.0 0.0 0.0
H 0.0 0.0 0.0
H 0.0 0.0 0.0
H 0.0 0.0 0.0
H 0.0 0.0 0.0
H 0.0 0.0 0.0